Record 1
ORCA calculation (ωB97M-V with the def2-TZVPD basis set) on a single C6H12O molecule.

The geometry in XYZ format:
```
19
C6H12O (ωB97M-V with the def2-TZVPD basis set)
C 1.8701 -0.2079 1.0261
C 1.3773 -0.5140 -0.4085
C 0.2748 0.4148 -0.9012
C -0.9773 -0.0473 -1.6319
C -1.0766 0.4685 -0.2367
C -1.4242 -0.4686 0.8963
O -1.6793 1.7335 -0.1285
H 2.9271 -0.4706 1.1733
H 1.2975 -0.7546 1.7806
H 1.7856 0.8649 1.2394
H 1.0375 -1.5553 -0.4901
H 2.2682 -0.4224 -1.0288
H 0.6179 1.3917 -1.2419
H -1.1409 -1.1102 -1.7993
H -1.3791 0.5982 -2.4096
H -2.5114 -0.5647 0.9807
H -1.0395 -0.0862 1.8500
H -0.9999 -1.4660 0.7399
H -1.2278 2.1960 0.5902
```

As for the frontier orbital gap: 0.38476 Ha. The SMILES is CC[C@H]1C[C@]1(C)O. Its multiplicity is 1. For the HOMO energy, the calculation gives -0.3483 Eh. The molecular weight comes out at 100.16 g/mol. The calculation puts the energy above the lowest of the compared OMol25 structures with the same formula, charge and spin at 107.5 kJ/mol.

Record 2
ORCA calculation (ωB97M-V with the def2-TZVPD basis set) on C31H36MoN4O2Se as an isolated structure.

The geometry in XYZ format:
```
75
C31H36MoN4O2Se (ωB97M-V with the def2-TZVPD basis set)
Mo -0.0165 0.2301 0.0004
O -0.5671 -0.4249 1.6801
C -1.1002 -1.4679 2.3032
C -1.2959 -1.4465 3.6851
C -1.8257 -2.5605 4.2941
C -2.1756 -3.7047 3.5560
C -1.9965 -3.7182 2.1985
C -1.4491 -2.5938 1.5431
C -1.2759 -2.5974 0.1334
N -0.7519 -1.6539 -0.5993
C -0.8012 -1.8870 -2.0596
C 0.3463 -1.1328 -2.6835
N 0.3156 0.2149 -2.1023
C 0.5803 1.2123 -2.8751
C 0.5785 2.5972 -2.4926
C 0.8436 3.5844 -3.4531
C 0.7985 4.9183 -3.1145
C 0.4766 5.2904 -1.8084
C 0.2108 4.3382 -0.8413
C 0.2713 2.9979 -1.1894
O 0.0464 2.0549 -0.2427
H -1.0302 -0.5614 4.2472
H -1.9808 -2.5531 5.3651
H -2.5969 -4.5628 4.0597
H -2.2743 -4.5865 1.6137
H -1.6378 -3.4806 -0.3906
H -1.7525 -1.5127 -2.4416
H -0.7357 -2.9534 -2.2735
H 0.2432 -1.0909 -3.7677
H 1.3005 -1.6032 -2.4381
H 0.8101 0.9993 -3.9178
H 1.0767 3.2849 -4.4674
H 1.0033 5.6755 -3.8576
H 0.4308 6.3391 -1.5466
H -0.0436 4.6156 0.1727
C 2.9221 -5.3383 3.4291
C 2.2114 -4.5952 2.3033
C 1.9827 -3.1164 2.6062
C 3.2748 -2.3145 2.5600
N 3.0501 -0.8969 2.8687
C 2.6794 0.0623 2.0130
Se 2.3729 -0.2811 0.1686
N 2.5645 1.2270 2.6626
C 2.3000 2.5531 2.0904
C 3.5673 3.3963 1.9939
C 4.5482 2.9019 0.9342
C 4.0645 3.1438 -0.4920
C 2.8568 1.0099 4.0074
C 2.8641 1.8726 5.0999
C 3.1934 1.3169 6.3184
C 3.5043 -0.0469 6.4495
C 3.4938 -0.9016 5.3672
C 3.1624 -0.3389 4.1382
H 3.0372 -6.3941 3.1899
H 2.3556 -5.2683 4.3599
H 3.9227 -4.9436 3.6144
H 1.2431 -5.0636 2.1130
H 2.7822 -4.6914 1.3740
H 1.5244 -3.0044 3.5946
H 1.2901 -2.6824 1.8810
H 3.7468 -2.3809 1.5807
H 3.9998 -2.6719 3.2891
H 1.5482 3.0251 2.7239
H 1.8620 2.4019 1.1070
H 4.0477 3.4422 2.9732
H 3.2577 4.4178 1.7559
H 4.7573 1.8367 1.0889
H 5.5026 3.4083 1.0827
H 3.1407 2.6016 -0.7127
H 4.8098 2.8205 -1.2180
H 3.8762 4.2059 -0.6612
H 2.6295 2.9236 5.0057
H 3.2155 1.9460 7.1974
H 3.7596 -0.4341 7.4261
H 3.7312 -1.9508 5.4770
```

As for the frontier orbital gap: 0.26320 Ha. Its multiplicity is 1. For the HOMO energy, the calculation gives -0.5058 Eh. The molecular weight comes out at 671.56 g/mol. The total charge is +2. The calculation puts the energy above the lowest of the compared OMol25 structures with the same formula, charge and spin at 0.0 kJ/mol.

Record 3
ORCA calculation (ωB97M-V with the def2-TZVPD basis set) on C6H13N5SSbSe5Y as an isolated structure in a non-equilibrium geometry.

The geometry in XYZ format:
```
32
C6H13N5SSbSe5Y (ωB97M-V with the def2-TZVPD basis set)
Y -0.0873 2.6694 1.0093
Se 3.4215 0.6080 0.7319
Sb 3.0921 3.0513 0.6166
Se -1.5819 2.8036 -1.1631
Se 1.7668 3.1045 3.1047
Se 5.1172 4.3393 0.8450
Se -2.2121 -2.8548 -2.4774
C -2.9583 -2.7904 -0.8215
N -3.4172 -2.7605 0.2472
N 2.3591 -0.9292 -2.5736
C 1.4389 -1.4278 -1.5467
C 0.5117 -0.2924 -1.1793
N -0.3215 0.1139 -2.3277
H 2.9009 -1.6904 -2.9624
H 3.0181 -0.3031 -2.1099
H 0.2851 0.2487 -3.1371
H 1.9465 -1.7451 -0.6311
H 0.8624 -2.2683 -1.9411
H 1.1237 0.5656 -0.8988
H -0.1545 -0.5487 -0.3585
H -1.0107 -0.6188 -2.5152
H -0.8155 1.0373 -2.0703
N -2.4213 -1.0954 1.7908
C -1.5811 -1.2531 2.8696
C -0.8303 -0.1195 2.9325
N -1.1962 0.7204 1.9011
C -2.1545 0.0920 1.2351
H -3.0294 -1.7895 1.3581
H -1.5837 -2.1436 3.4716
H -0.0444 0.1525 3.6169
H -2.6329 0.4832 0.3489
S 0.1888 4.6406 2.6344
```

As for the frontier orbital gap: 0.21104 Ha. Its multiplicity is 1. For the HOMO energy, the calculation gives -0.0602 Eh. The molecular weight comes out at 792.74 g/mol. The total charge is -2.

Record 4
ORCA calculation (ωB97M-V with the def2-TZVPD basis set) on a 2-piece molecular cluster, C8H12N4 overall in a non-equilibrium geometry.

The geometry in XYZ format:
```
24
C8H12N4 (ωB97M-V with the def2-TZVPD basis set)
C 1.5904 -1.3536 -1.2832
C 0.1424 -1.4458 -1.5793
C -1.6931 -2.4834 -1.9153
C -0.7994 -0.4927 -1.7448
N -0.4388 -2.6918 -1.7003
N -1.9730 -1.1586 -1.9377
H -2.4213 -3.2757 -2.0031
H 2.1938 -0.5632 -1.7126
H 2.0952 -2.2400 -1.6984
H -2.8990 -0.7833 -2.0315
H -0.7119 0.5665 -1.6005
H 1.7535 -1.5108 -0.2358
C -0.9798 2.3858 0.5314
C 0.0731 1.6899 1.3233
C 1.7456 0.4222 1.6616
C 0.1222 1.5205 2.6677
N 1.0952 1.0106 0.6909
N 1.2621 0.7388 2.8724
H 2.6633 -0.1072 1.4704
H -1.9199 1.8359 0.4387
H -0.6189 2.5894 -0.4685
H 1.4423 0.2068 3.7067
H -0.3862 1.8346 3.5645
H -1.3378 3.3051 0.9833
```

As for the frontier orbital gap: 0.33519 Ha. The SMILES is Cc1c[nH]cn1.Cc1c[nH]cn1. Its multiplicity is 1. For the HOMO energy, the calculation gives -0.3040 Eh. The molecular weight comes out at 164.21 g/mol. The calculation puts the energy above the lowest of the compared OMol25 structures with the same formula, charge and spin at 71.4 kJ/mol.

Record 5
ORCA calculation (ωB97M-V with the def2-TZVPD basis set) on C25H14BrCl3F4GaIOP as an isolated structure.

The geometry in XYZ format:
```
51
C25H14BrCl3F4GaIOP (ωB97M-V with the def2-TZVPD basis set)
Ga -0.8753 -1.6720 -0.6329
Cl -2.1725 -2.7234 6.3391
C -1.5550 -2.5083 4.7370
C -2.4356 -2.2861 3.6915
C -1.9148 -2.1182 2.4242
Cl -3.0008 -1.8211 1.0747
C -0.5394 -2.1661 2.1545
O -0.0329 -1.9608 0.9437
C 0.3099 -2.3743 3.2422
Cl 2.0155 -2.3710 2.9516
C -0.1847 -2.5520 4.5214
H -3.5006 -2.2451 3.8658
H 0.4928 -2.7190 5.3464
F -1.6735 3.0100 -5.9280
C -1.2791 2.4623 -4.7974
C 0.0128 2.6612 -4.3498
F 0.8476 3.4029 -5.0533
C 0.4183 2.0858 -3.1539
F 1.6566 2.3189 -2.7380
C -0.4385 1.2941 -2.4047
P 0.0998 0.4623 -0.8966
C 1.8469 0.0355 -0.9293
C 2.2202 -1.0666 -1.6965
C 3.5398 -1.4859 -1.7097
C 4.4820 -0.8102 -0.9473
C 4.1107 0.2882 -0.1834
C 2.7943 0.7196 -0.1748
C -0.2699 1.5225 0.5032
C 0.2003 1.1612 1.7685
C -0.1472 1.9300 2.8657
C -0.9611 3.0449 2.7074
C -1.4293 3.3993 1.4511
C -1.0879 2.6382 0.3440
C -1.7606 1.1368 -2.8574
Br -3.0727 0.2810 -1.7997
C -2.1715 1.7074 -4.0439
F -3.4156 1.5768 -4.4748
H 1.4875 -1.6023 -2.2955
H 3.8278 -2.3419 -2.3029
H 5.5107 -1.1420 -0.9472
H 4.8486 0.8135 0.4057
H 2.5106 1.5789 0.4175
H 0.8363 0.2938 1.8906
H 0.2191 1.6580 3.8452
H -1.2283 3.6417 3.5682
H -2.0602 4.2684 1.3300
H -1.4562 2.9188 -0.6348
I -1.3920 -4.9438 -0.7005
C -1.3572 -3.1350 -1.8225
H -2.3029 -3.0127 -2.3438
H -0.5728 -3.2542 -2.5703
```

As for the frontier orbital gap: 0.29140 Ha. Its multiplicity is 1. For the HOMO energy, the calculation gives -0.4107 Eh. The molecular weight comes out at 820.24 g/mol. The total charge is +1.

Record 6
ORCA calculation (ωB97M-V with the def2-TZVPD basis set) on C18H17Cl4NO2S3Sc as an isolated structure in a non-equilibrium geometry.

The geometry in XYZ format:
```
46
C18H17Cl4NO2S3Sc (ωB97M-V with the def2-TZVPD basis set)
Sc -0.1063 -0.0874 -0.0775
C 0.3457 1.9740 3.0437
C 1.2685 0.9285 3.6481
S 1.6936 -0.3902 2.4340
C 1.4186 -1.8890 3.4474
C -0.0066 -2.1372 3.9139
S -1.2250 -2.0024 2.5342
C -2.4758 -0.9118 3.3078
C -1.9925 0.4753 3.6978
S -1.1948 1.3462 2.2764
H 0.0700 2.7214 3.7933
H 0.8421 2.4686 2.2047
H 2.2065 1.4042 3.9409
H 0.8315 0.4554 4.5263
H 1.7365 -2.6872 2.7779
H 2.0970 -1.8458 4.3018
H -0.0865 -3.1506 4.3105
H -0.3050 -1.4384 4.6929
H -3.2443 -0.8422 2.5377
H -2.8824 -1.4342 4.1769
H -2.8471 1.0802 4.0035
H -1.2838 0.4402 4.5221
Cl 0.4713 4.2624 -4.8535
C 0.8307 3.2737 -3.4866
C 2.1180 2.8134 -3.2927
Cl 3.3806 3.2632 -4.3745
C 2.3941 1.9924 -2.1996
Cl 3.9962 1.3906 -1.9453
C 1.3998 1.5738 -1.3250
O 1.6210 0.7770 -0.3091
C 0.0505 2.0336 -1.5392
O -0.8736 1.6020 -0.7221
C -0.1820 2.9048 -2.5980
Cl -1.7838 3.5082 -2.8349
N -0.6372 -1.6388 -0.9917
C -0.6656 -1.7877 -2.3008
C 0.2560 -1.1369 -3.1849
C 0.2137 -1.3330 -4.5437
C -0.7118 -2.1962 -5.1206
C -1.6175 -2.8506 -4.2937
C -1.6083 -2.6556 -2.9336
H 1.0048 -0.4668 -2.7577
H 0.9145 -0.8049 -5.1793
H -0.7397 -2.3374 -6.1923
H -2.3550 -3.5132 -4.7386
H -2.3360 -3.1520 -2.2984
```

As for the frontier orbital gap: 0.16888 Ha. Its multiplicity is 1. For the HOMO energy, the calculation gives -0.1036 Eh. The molecular weight comes out at 562.31 g/mol. The total charge is -1. The calculation puts the energy above the lowest of the compared OMol25 structures with the same formula, charge and spin at 0.0 kJ/mol.

Record 7
ORCA calculation (ωB97M-V with the def2-TZVPD basis set) on a single C4H11N3 molecule in a non-equilibrium geometry.

The geometry in XYZ format:
```
18
C4H11N3 (ωB97M-V with the def2-TZVPD basis set)
C 0.0175 -2.0888 0.1728
C 1.0799 -1.1851 0.8103
C 0.5769 0.2377 1.0525
N 0.6243 1.1011 -0.1002
C -0.4233 1.3220 -0.9612
N -1.6476 1.5048 -0.3251
N -0.3401 1.1500 -2.2220
H 0.0753 -2.1963 -0.9051
H -1.0057 -1.8370 0.4601
H 0.1445 -3.1069 0.5550
H 1.9182 -1.1382 0.1127
H 1.4913 -1.6613 1.7001
H -0.4031 0.2575 1.5132
H 1.2625 0.6506 1.8033
H 1.5022 1.4741 -0.4123
H -1.7472 1.9452 0.5781
H -2.3863 1.7541 -0.9663
H -0.7391 1.8163 -2.8661
```

As for the frontier orbital gap: 0.35372 Ha. The SMILES is [H]/N=C(\N)NCCC. Its multiplicity is 1. For the HOMO energy, the calculation gives -0.3186 Eh. The molecular weight comes out at 101.15 g/mol. The calculation puts the energy above the lowest of the compared OMol25 structures with the same formula, charge and spin at 141.7 kJ/mol.

Record 8
ORCA calculation (ωB97M-V with the def2-TZVPD basis set) on C12H15N2OSSbSe4Zn as an isolated structure in a non-equilibrium geometry.

The geometry in XYZ format:
```
37
C12H15N2OSSbSe4Zn (ωB97M-V with the def2-TZVPD basis set)
Zn -1.7309 0.6637 -2.8440
C 2.8804 -1.3585 0.9271
C 2.8682 -0.0159 0.1975
N 2.3131 -0.1248 -1.1344
C 3.2031 -0.1358 -2.2661
C 3.6855 -1.5338 -2.6552
C 0.9685 -0.2311 -1.2932
S 0.3969 -0.5798 -2.8673
N 0.2650 -0.1958 -0.1842
C -0.9895 0.2051 -0.0354
O -1.6620 0.8493 -0.8653
C -1.5472 0.0196 1.3286
C -2.9230 -0.0588 1.5110
C -3.4543 -0.0571 2.7880
C -2.6193 0.0234 3.8893
C -1.2465 0.0827 3.7099
C -0.7086 0.0661 2.4371
H 3.2631 -1.2358 1.9387
H 3.5010 -2.0816 0.4025
H 1.8626 -1.7359 0.9697
H 3.8853 0.3758 0.1055
H 2.2702 0.6996 0.7703
H 4.0579 0.5109 -2.0379
H 2.6540 0.2820 -3.1156
H 4.2478 -2.0057 -1.8500
H 4.3228 -1.4602 -3.5353
H 2.8192 -2.1453 -2.8953
H -3.5739 -0.1103 0.6499
H -4.5229 -0.0924 2.9230
H -3.0383 0.0525 4.8876
H -0.5958 0.1645 4.5714
H 0.3597 0.1229 2.2815
Se -4.4263 2.6865 -0.0191
Sb -4.4039 2.1437 -2.4502
Se -3.8437 -0.4376 -2.7192
Se -2.0593 2.9242 -3.4543
Se -6.4796 3.7252 -0.0679
```

As for the frontier orbital gap: 0.16634 Ha. Its multiplicity is 1. For the HOMO energy, the calculation gives -0.0092 Eh. The molecular weight comes out at 738.32 g/mol. The total charge is -2.